Model a:
CH4F2NP | ωB97M-V/def2-TZVPD

Element x y z (Å)
1 H -0.847 -2.387 -0.385
2 H 0.473 1.683 0.251
3 N 0.156 0.743 0.553
4 P -0.422 -2.099 0.864
5 F -2.060 -2.106 1.401
6 H 0.413 -0.531 -1.108
7 C 0.591 -0.476 -0.019
8 F 1.816 -0.865 0.357
9 H 0.192 0.846 1.501

Properties
HOMO level	-9.342	eV
total charge	0
SMILES	N[C@@H](F)PF

=====

Model b:
CH4F2NP | ωB97M-V/def2-TZVPD

Element x y z (Å)
1 H -0.793 -0.635 -1.522
2 C -0.535 -0.995 -0.556
3 P 1.356 0.799 0.224
4 H 0.365 -1.577 -0.399
5 F 1.654 1.096 1.742
6 H -1.322 -1.740 -0.433
7 H -1.284 0.618 0.387
8 N -0.435 0.009 0.521
9 F 0.994 2.424 0.036

Properties
HOMO level	-9.610	eV
total charge	0
SMILES	CNP(F)F

=====

Which one is the least stable? From the structures above, model a.